Entry 1:
Entry from the Open Molecules 2025 dataset: a 2-piece molecular cluster, C21H17BrF3NO4 overall (the ωB97M-V functional and the def2-TZVPD basis).

As for the energy above the lowest of the compared OMol25 structures with the same formula, charge and spin: 9.576 eV. As for the largest force on an atom: 0.0887 Eh/bohr. The SMILES is CC(C)=Nc1ccc2c(c1)C(=O)c1c(Br)cccc1C2=O.CCOC(=O)C(F)(F)F.

```
47
Properties=species:S:1:pos:R:3:lowdin_charge:R:1
C 1.5743 -2.9195 -0.7520 -0.06
C 2.3723 -1.5340 -0.6540 -0.30
C 3.8236 -1.4992 -1.3771 -0.05
N 1.9535 -0.4504 -0.0042 0.07
C 0.5455 -0.6381 0.4126 -0.23
C 0.2784 -1.2980 1.7992 -0.01
C -1.1718 -1.5693 2.2862 0.02
C -2.3203 -1.1417 1.3223 -0.05
C -2.0638 -0.4398 -0.0659 -0.02
C -0.5965 -0.1636 -0.5582 0.07
C -3.3525 -0.0587 -0.9644 -0.28
O -3.4523 1.0407 -1.5612 0.02
C -4.5022 -1.1954 -0.9739 -0.06
C -5.2651 -1.5887 -2.2692 -0.54
Br -4.8888 -0.6552 -3.9630 0.68
C -6.3169 -2.7330 -2.1592 -0.07
C -6.5720 -3.4267 -0.7921 -0.05
C -5.8152 -3.0301 0.5077 0.00
C -4.7598 -1.8927 0.4164 -0.03
C -3.8725 -1.4082 1.6795 -0.27
O -4.3713 -1.2257 2.8135 0.05
H 2.1456 -3.6561 -1.4340 0.08
H 1.5039 -3.3729 0.3011 0.09
H 0.5170 -2.8313 -1.1736 0.09
H 3.8146 -0.8542 -2.3247 0.09
H 4.0942 -2.5771 -1.6788 0.07
H 4.6007 -1.1445 -0.6170 0.08
H 1.1636 -1.6142 2.4385 0.10
H -1.4380 -2.0579 3.2822 0.11
H -0.3850 0.3506 -1.5629 0.12
H -6.8485 -3.0361 -3.1184 0.09
H -7.3333 -4.2846 -0.7164 0.10
H -5.9743 -3.5529 1.5111 0.11
C 1.7651 3.5435 0.9121 -0.06
C 2.5913 4.4789 0.0521 -0.20
O 3.8519 4.7664 0.6778 0.02
C 4.8132 3.8319 0.5285 -0.37
O 4.6690 2.8020 -0.0787 0.16
C 6.1079 4.2857 1.1972 -0.51
F 5.9014 4.7965 2.4296 0.15
F 6.7306 5.2489 0.4838 0.15
F 6.9959 3.2847 1.3449 0.16
H 1.6477 3.9520 1.9199 0.08
H 0.7765 3.3882 0.4756 0.08
H 2.2521 2.5709 1.0188 0.07
H 2.0700 5.4326 -0.0574 0.13
H 2.7403 4.0767 -0.9543 0.13
```


Entry 2:
Entry from the Open Molecules 2025 dataset: one molecule with the formula C21H17Cl2FN4O3 (the ωB97M-V functional and the def2-TZVPD basis).

As for the energy above the lowest of the compared OMol25 structures with the same formula, charge and spin: 4.233 eV. As for the largest force on an atom: 0.1217 Eh/bohr. The SMILES is Cn1cc(C(=O)c2ccc(Cl)cc2Cl)cc1C(=O)N/N=C(\N)COc1ccc(F)cc1.

```
48
Properties=species:S:1:pos:R:3:lowdin_charge:R:1
O -1.5645 -1.6405 -4.6233 0.14
O 0.6862 2.1285 0.0614 -0.02
F 1.8677 3.2305 6.5004 0.09
Cl -7.8000 -3.7462 -3.6262 0.63
Cl -3.0173 -3.4933 -1.2219 0.63
N 3.1256 0.9086 -0.1233 0.04
O 4.9114 0.2706 2.8924 -0.08
C -2.2142 -1.4341 -3.6449 -0.43
C 0.8354 1.1789 -0.8119 -0.29
C -0.3571 -0.3659 -2.3614 0.08
C -1.7516 -0.5765 -2.5967 -0.20
C -2.5307 0.0688 -1.6640 0.05
C -0.3743 0.5840 -1.3258 -0.17
C 3.7660 0.0624 0.6465 -0.36
C 3.9125 2.1785 5.9992 0.01
C 2.2068 2.3779 4.3674 0.03
C -5.8203 -2.0269 -4.5935 -0.11
C -5.3044 -3.4595 -2.6845 -0.14
C 4.5133 1.3196 5.0461 -0.01
C 2.9020 1.5581 3.4374 0.00
C -4.5312 -1.4708 -4.6282 0.01
C 2.6729 2.6283 5.6563 -0.34
C -6.1879 -3.0049 -3.6835 -0.64
C -3.9655 -2.9280 -2.6634 -0.47
C 4.0588 1.0055 3.7865 -0.28
C -3.5414 -1.9901 -3.7230 -0.14
N 2.1349 0.6037 -0.9924 0.02
N 3.3384 -1.2187 0.5746 0.17
N -1.6479 0.9415 -0.9122 -0.04
C 4.9328 0.6055 1.4239 -0.05
C -2.0094 1.7768 0.2248 -0.03
H 0.3264 -0.9860 -2.9205 0.12
H -3.6013 0.0562 -1.5134 0.13
H 4.2723 2.4041 7.0254 0.13
H 1.2753 2.7872 4.0785 0.10
H -6.6171 -1.8597 -5.3827 0.13
H -5.5825 -4.1527 -1.8847 0.10
H 5.4806 0.7979 5.2624 0.13
H 2.6155 1.4535 2.4485 0.08
H -4.3013 -0.7670 -5.4672 0.14
H 2.2572 -0.1569 -1.6625 0.14
H 3.4471 -1.6730 1.4602 0.10
H 2.6558 -1.5769 -0.0083 0.06
H 5.8085 -0.0614 1.1829 0.15
H 5.0524 1.5990 1.1501 0.10
H -3.0971 1.8239 0.0761 0.09
H -1.4608 2.7066 0.1243 0.08
H -1.7779 1.5331 1.2940 0.11
```


Entry 3:
Entry from the Open Molecules 2025 dataset: C21H17ClCoN2O10S as an isolated structure (the ωB97M-V functional and the def2-TZVPD basis).

As for the total energy: -3912.9183 Eh. Its net charge is -1. As for the spin multiplicity: 5. As for the largest force on an atom: 0.1249 Eh/bohr.

```
53
Properties=species:S:1:pos:R:3:mulliken_spin:R:1
Co -0.8336 0.3843 -0.0256 2.73
O -4.7793 2.3152 -0.3113 0.00
C -5.4897 1.1694 -0.2505 0.00
C -6.8803 1.2814 -0.2305 0.00
C -7.6727 0.1536 -0.1506 0.00
C -7.0930 -1.1109 -0.0946 0.00
C -5.7167 -1.2243 -0.1354 0.00
C -4.8946 -0.1000 -0.2217 0.01
C -3.4240 -0.2731 -0.2783 -0.01
O -2.6781 0.8088 -0.0542 0.08
N -2.9300 -1.4204 -0.5671 0.01
N -1.5219 -1.4289 -0.4934 0.05
C -1.0112 -2.4139 -1.1915 0.01
C 0.2983 -2.9274 -1.1891 0.01
C 0.6995 -3.6844 -2.3200 -0.01
C 1.9178 -4.2915 -2.4000 0.01
C 2.7800 -4.2221 -1.2704 -0.01
C 2.4282 -3.5454 -0.1468 0.01
C 1.1888 -2.7854 -0.0451 0.03
O 0.9136 -2.1210 0.9629 0.02
H -3.8355 2.0707 -0.2046 0.00
H -7.3100 2.2740 -0.2680 0.00
H -8.7504 0.2599 -0.1234 0.00
H -7.7107 -1.9960 -0.0176 0.00
H -5.2356 -2.1923 -0.1010 0.00
H -1.7278 -2.9212 -1.8402 0.01
H 0.0126 -3.7463 -3.1594 0.00
H 2.2212 -4.8190 -3.2945 0.00
H 3.7338 -4.7402 -1.3039 0.00
H 3.0741 -3.5150 0.7232 0.00
O 3.6554 0.5522 0.1387 -0.19
Cl 1.6617 1.2442 -0.0330 0.38
O 1.1108 0.1690 -1.0444 -0.06
O 2.5324 2.9326 -2.9151 0.00
O 1.1362 0.5653 1.2257 0.02
C 5.9228 0.2674 0.5101 0.01
C 4.5968 0.8875 0.8638 -0.08
C 2.1113 2.5639 -1.9404 0.00
C 2.2177 2.9008 1.1400 0.01
C 2.6419 3.6452 2.0721 0.00
C 3.8291 2.8339 2.5533 0.00
C 4.5559 1.8143 2.0298 0.01
S 0.7369 4.4075 2.5035 0.00
O 0.1937 3.2922 3.2133 0.00
O 1.0143 5.6024 3.2353 0.00
O 0.3318 4.5481 1.1290 0.00
H 5.7887 -0.4258 -0.3138 0.00
H 6.3212 -0.2736 1.3716 0.00
H 6.6475 1.0346 0.2290 0.00
H 3.0687 -0.5083 -1.9784 0.99
H 0.5236 1.9497 -0.1686 -0.04
H 4.2074 3.1425 3.5224 0.00
H 5.4211 1.6159 2.6589 0.00
```


Entry 4:
Entry from the Open Molecules 2025 dataset: one molecule with the formula C21H17N3O3 (the ωB97M-V functional and the def2-TZVPD basis).

As for the energy above the lowest of the compared OMol25 structures with the same formula, charge and spin: 0.000 eV. As for the largest force on an atom: 0.0271 Eh/bohr. The SMILES is O=C(Cn1cnc2c(oc3ccccc32)c1=O)N1CCCc2ccccc21.

```
44
Properties=species:S:1:pos:R:3:lowdin_charge:R:1
O -4.3292 -1.1350 1.2946 0.07
C -3.2865 -1.0905 0.6715 -0.43
N -2.9143 0.0099 -0.0243 0.02
C -1.7750 0.1198 -0.8496 -0.18
C -1.5237 -0.7569 -1.8953 -0.01
C -0.3660 -0.6143 -2.6411 -0.07
C 0.5275 0.4035 -2.3548 -0.07
C 0.2423 1.3174 -1.3528 -0.02
C -0.9118 1.1904 -0.6007 -0.18
C -1.3721 2.1826 0.4210 -0.12
C -2.8360 2.4906 0.0893 -0.15
C -3.6927 1.2273 0.2003 -0.11
H -4.1280 1.1346 1.1994 0.12
H -4.5195 1.2609 -0.5172 0.13
H -2.8801 2.8836 -0.9287 0.12
H -3.2324 3.2516 0.7614 0.11
H -1.2964 1.7641 1.4279 0.11
H -0.7664 3.0879 0.3813 0.12
H 0.9218 2.1324 -1.1492 0.12
H 1.4387 0.4992 -2.9257 0.11
H -0.1614 -1.3088 -3.4403 0.11
H -2.2219 -1.5475 -2.1221 0.13
C -2.3062 -2.2674 0.7352 -0.02
N -0.9343 -1.8396 0.9127 0.03
C -0.6464 -0.9280 1.8752 -0.14
N 0.4764 -0.3263 2.0394 0.16
C 1.4408 -0.6596 1.1439 -0.15
C 1.2692 -1.6400 0.1761 -0.10
C 0.0279 -2.3406 0.0070 -0.36
O -0.2514 -3.2206 -0.7785 0.09
O 2.3733 -1.7902 -0.5947 0.13
C 3.2747 -0.8882 -0.1361 -0.19
C 4.5515 -0.6654 -0.6293 0.01
C 5.3042 0.3129 -0.0109 -0.08
C 4.8076 1.0504 1.0665 -0.09
C 3.5405 0.8321 1.5610 -0.01
C 2.7630 -0.1496 0.9531 -0.09
H 3.1471 1.3942 2.3927 0.12
H 5.4349 1.8048 1.5169 0.10
H 6.3028 0.5136 -0.3684 0.10
H 4.9294 -1.2381 -1.4605 0.12
H -1.4544 -0.6891 2.5544 0.15
H -2.6284 -2.8933 1.5736 0.15
H -2.3392 -2.8747 -0.1742 0.13
```


Entry 5:
Entry from the Open Molecules 2025 dataset: C21H17N6O3SV as an isolated structure (the ωB97M-V functional and the def2-TZVPD basis).

As for the spin multiplicity: 3. As for the energy above the lowest of the compared OMol25 structures with the same formula, charge and spin: 0.881 eV. As for the largest force on an atom: 0.0691 Eh/bohr.

```
49
Properties=species:S:1:pos:R:3:mulliken_spin:R:1
V 8.1235 11.0728 6.1903 1.98
N 4.3538 11.1807 7.5530 -0.01
C 5.6559 11.3812 7.4413 -0.01
S 6.7670 10.0584 7.8880 -0.02
N 6.0441 12.5638 7.1187 0.02
N 7.4427 12.6414 7.0684 -0.10
C 7.9753 13.7241 7.5123 0.04
C 9.3386 13.7773 7.7518 0.02
C 9.9656 14.9922 8.0570 0.02
C 11.3324 15.1646 7.9782 -0.01
C 12.1223 14.0896 7.6409 0.02
C 11.5549 12.8328 7.3575 -0.02
C 10.1768 12.5613 7.5092 0.03
O 9.7955 11.3303 7.2186 -0.03
H 3.9748 10.2843 7.7868 0.00
H 3.7931 11.9254 7.1878 0.00
H 7.3627 14.6304 7.7298 0.00
H 9.2921 15.8078 8.2919 0.00
H 11.7752 16.0757 8.2766 0.00
H 13.2071 14.1956 7.5122 0.00
H 12.1404 11.9786 7.0683 0.00
O 7.1863 16.0594 3.5203 0.00
C 8.3567 16.3395 3.9843 0.00
C 8.7123 17.7116 4.3061 0.00
C 9.8742 17.9781 4.9454 0.00
C 10.8348 16.9885 5.2354 0.00
C 10.6020 15.7090 4.7913 0.00
C 9.3359 15.3199 4.3034 0.01
C 8.9001 13.9616 4.2492 0.02
O 7.7078 13.7272 3.8148 0.01
N 9.7090 12.9919 4.6574 0.04
N 9.0863 11.8036 4.6628 -0.06
C 9.6993 10.6968 4.1840 0.01
C 9.0025 9.4433 4.4577 -0.01
C 9.6698 8.2110 4.2142 -0.01
C 8.9944 7.0151 4.5244 0.01
C 7.6217 7.1117 4.9223 -0.01
C 7.0342 8.3538 5.1138 0.01
N 7.7421 9.4825 4.9515 0.05
H 7.2999 14.8126 3.5546 0.00
H 8.0248 18.5539 4.0664 0.00
H 10.0506 18.9937 5.2702 0.00
H 11.6953 17.2749 5.8353 0.00
H 11.4355 14.9620 4.9045 0.00
H 10.7720 10.6998 3.9592 0.00
H 10.6508 8.2058 3.7336 0.00
H 9.5210 6.0849 4.7034 0.00
H 7.0103 6.2716 5.1551 0.00
H 6.0097 8.4655 5.3728 0.00
```


Entry 6:
Entry from the Open Molecules 2025 dataset: C21H18BF2N6O2Ru as an isolated structure (the ωB97M-V functional and the def2-TZVPD basis).

As for the spin multiplicity: 2. As for the energy above the lowest of the compared OMol25 structures with the same formula, charge and spin: 0.392 eV. As for the largest force on an atom: 0.0304 Eh/bohr.

```
51
Properties=species:S:1:pos:R:3:mulliken_spin:R:1
Ru 0.0358 -0.8437 0.3445 -0.06
O 2.3219 2.2638 -1.0372 0.00
C 1.7804 1.3405 -0.4305 0.00
N 1.1053 0.2907 -0.9049 0.01
C 0.8172 -0.0013 -2.2625 0.00
C 1.2777 0.7276 -3.3523 -0.01
C 0.9217 0.3437 -4.6401 0.02
C 0.1119 -0.7636 -4.8455 -0.01
C -0.3523 -1.5088 -3.7680 0.02
C -0.0057 -1.1389 -2.4740 -0.01
N -0.4193 -1.8035 -1.2998 0.05
C -0.9951 -3.0311 -1.2250 0.04
O -1.3196 -3.7666 -2.1455 0.05
C -1.0471 -3.5081 0.2010 0.33
C -0.9819 -4.8483 0.4686 -0.16
C -0.7169 -5.3264 1.7494 0.41
C -0.4372 -4.3808 2.7675 -0.13
C -0.5454 -3.0567 2.5294 0.27
N -0.9695 -2.5544 1.2746 0.10
C 1.7732 1.3701 1.0949 -0.01
C 2.4894 2.3498 1.7587 0.00
C 2.4659 2.3802 3.1444 0.00
C 1.7116 1.4351 3.8214 0.00
C 1.0173 0.4873 3.0857 -0.01
N 1.0493 0.4436 1.7552 0.04
H 1.9189 1.5788 -3.1787 0.00
H 1.2844 0.9158 -5.4844 0.00
H -0.1639 -1.0567 -5.8500 0.00
H -0.9778 -2.3744 -3.9165 0.00
H -1.0818 -5.5100 -0.3813 -0.01
H -0.6579 -6.3860 1.9469 0.03
H -0.1394 -4.7016 3.7560 -0.01
H -0.3935 -2.3075 3.2888 0.03
H 3.0480 3.0574 1.1629 0.00
H 3.0246 3.1303 3.6884 0.00
H 1.6540 1.4247 4.9005 0.00
H 0.3981 -0.2543 3.5708 0.00
F -2.9961 -1.4476 0.4762 0.01
B -1.9533 -1.4225 1.3100 0.00
F -2.1044 -0.7833 2.4924 0.00
C -1.6476 4.2150 0.7137 0.00
N -1.2453 3.2841 -0.3327 0.00
C -0.4537 3.7885 -1.4579 0.00
C -1.2763 2.0007 -0.1096 0.00
N -1.3006 0.8627 0.0878 -0.01
H -2.2343 5.0199 0.2718 0.00
H -0.7723 4.6419 1.2088 0.00
H -2.2580 3.6964 1.4485 0.00
H -1.0360 4.5333 -2.0001 0.00
H -0.2015 2.9641 -2.1221 0.00
H 0.4773 4.2299 -1.1002 0.00
```